Entry 1:
30
Properties=species:S:1:pos:R:3 method="wB97M-V/def2-TZVPD" lumo_energy_ha=-0.07994 homo_ha=-0.355 smiles="O=NOc1cccc2c1C(=O)C=CC2=O.O=C1OCCO1" de_lowest_kj_mol=1211.7
O 0.39 1.98 -1.69
N -0.37 1.76 -0.77
O -0.45 0.42 -0.51
C 0.66 0.10 0.42
C 0.45 0.48 2.03
C 1.64 0.16 3.14
C 3.07 -0.52 2.60
C 3.24 -0.89 0.98
C 2.04 -0.60 -0.14
C 2.33 -1.05 -1.70
O 1.84 -0.45 -2.79
C 3.36 -2.35 -1.88
C 4.49 -2.62 -0.89
C 4.64 -1.58 0.39
O 5.79 -1.22 0.96
H -0.56 0.98 2.39
H 1.45 0.40 4.28
H 3.93 -0.76 3.37
H 3.21 -3.07 -2.81
H 5.24 -3.53 -1.04
O -6.66 0.25 0.86
C -5.75 0.69 0.18
O -5.88 1.72 -0.71
C -4.57 2.08 -1.11
C -3.77 0.85 -0.85
O -4.46 0.23 0.22
H -4.55 2.37 -2.16
H -4.24 2.93 -0.50
H -3.77 0.16 -1.70
H -2.74 1.07 -0.57

=====

Entry 2:
16
Properties=species:S:1:pos:R:3 method="wB97M-V/def2-TZVPD" lumo_energy_ha=0.03254 homo_ha=-0.244 de_lowest_kj_mol=415.0
C -0.54 0.97 -0.83
C 1.27 -0.39 -0.79
C 0.90 0.88 -0.37
C -0.34 -0.36 -0.21
N 1.52 1.80 0.48
N -2.40 -1.37 0.53
C -1.01 -1.23 0.54
O 2.35 -0.97 -0.18
H 2.36 -1.90 -0.42
H 2.47 1.53 0.69
H 1.50 2.75 0.11
H -2.90 -0.54 0.25
H -2.80 -1.83 1.33
H -1.16 1.68 -0.27
H -0.72 1.03 -1.90
H -0.49 -2.04 1.03

=====

Entry 3:
17
Properties=species:S:1:pos:R:3 method="wB97M-V/def2-TZVPD" lumo_energy_ha=0.01178 homo_ha=-0.323 smiles="C=CC(=C)O.O.O" de_lowest_kj_mol=277.4
C -1.57 1.24 0.54
C -1.47 0.47 -0.58
C -0.32 -0.11 -1.24
C -0.33 -0.50 -2.53
O 0.92 0.19 -0.69
H -0.73 1.66 1.15
H -2.52 1.39 1.05
H -2.38 0.48 -1.25
H 0.43 -1.02 -3.06
H -1.36 -0.49 -2.85
H 0.96 1.04 -0.21
O 1.13 -2.02 1.48
H 0.59 -1.56 0.82
H 1.13 -2.98 1.16
O 2.00 1.01 1.79
H 2.06 -0.01 1.93
H 1.46 1.23 2.48

=====

Entry 4:
11
Properties=species:S:1:pos:R:3 method="wB97M-V/def2-TZVPD" lumo_energy_ha=0.02930 homo_ha=-0.380 de_lowest_kj_mol=283.9
C -0.41 -1.10 -1.19
C -0.42 0.15 -0.45
O -1.18 0.06 -1.58
C 0.71 1.05 0.04
O 1.39 1.93 -0.37
C 0.32 0.45 1.40
O -0.98 0.19 0.85
H 0.42 -1.39 -1.83
H -1.00 -1.90 -0.75
H 0.86 -0.49 1.57
H 0.30 1.06 2.30

=====

Entry 5:
46
Properties=species:S:1:pos:R:3 method="wB97M-V/def2-TZVPD" lumo_energy_ha="-0.29394 / -0.29143" homo_ha="-0.425 / -0.422" total_charge=+2 de_lowest_kj_mol=959.8 multiplicity=4
I -2.36 2.28 0.26
I -1.71 -3.16 -1.72
Cr 1.81 0.13 -0.37
P -2.69 0.00 -1.40
C -3.79 0.08 0.04
C -3.26 1.06 -2.72
H -4.27 0.73 -2.85
H -4.49 -1.53 -2.42
H -2.65 0.88 -3.60
H -2.73 -1.62 -3.20
H -4.00 1.08 0.48
H -3.32 2.11 -2.52
C -3.40 -1.53 -2.30
H -4.78 0.02 -0.39
H -3.32 -2.39 -1.43
H -3.50 -0.52 0.90
P 3.50 -0.05 -1.71
C 4.12 -0.30 -0.02
C 3.23 -1.44 -2.78
H 2.44 1.68 -3.05
H 4.13 2.10 -2.52
H 2.70 2.30 -1.44
C 3.17 1.66 -2.21
H 2.45 -1.24 -3.53
H 4.22 -1.67 -3.27
H 5.19 -0.22 -0.14
H 3.88 -1.25 0.42
H 2.89 -2.37 -2.31
H 3.87 0.47 0.69
Cl 0.58 0.28 -2.22
C 1.49 2.11 3.82
N 0.67 1.04 3.26
C 0.08 0.16 4.13
C -0.64 -0.95 3.62
C -0.58 -1.11 2.17
N 0.36 -0.49 1.38
C 0.84 0.68 1.92
O 1.55 1.41 1.16
N -1.56 -1.74 1.60
H 2.58 1.89 3.76
H 1.21 2.18 4.89
H 1.18 3.06 3.36
H -0.03 0.31 5.25
H -1.43 -1.67 4.21
H -2.14 -2.39 2.09
H -1.47 -2.05 0.70

=====

Entry 6:
94
Properties=species:S:1:pos:R:3 method="wB97M-V/def2-TZVPD" lumo_energy_ha=-0.00247 homo_ha=-0.291 de_lowest_kj_mol=18.3
Pt -0.87 0.85 -3.10
C -3.39 -4.68 2.97
C -2.91 -3.50 2.17
C -3.21 -2.20 2.58
C -2.73 -1.11 1.87
C -1.93 -1.33 0.76
C -1.63 -2.62 0.32
C -2.14 -3.69 1.03
S -1.28 0.08 -0.08
O -1.52 -0.30 -1.54
C 0.47 -0.17 0.18
C 1.26 -0.67 -0.89
C 2.60 -0.83 -0.69
C 3.20 -0.53 0.55
C 4.59 -0.68 0.76
C 5.16 -0.39 1.96
C 4.35 0.07 3.03
C 3.01 0.23 2.86
C 2.40 -0.06 1.62
C 0.99 0.12 1.41
C 0.11 0.49 2.55
C -0.24 -0.54 3.48
C 0.18 -1.88 3.31
C -0.21 -2.85 4.19
C -1.04 -2.54 5.29
C -1.46 -1.25 5.48
C -1.08 -0.22 4.58
C -1.54 1.11 4.73
C -1.22 2.07 3.83
C -0.38 1.76 2.74
S -0.13 3.13 1.55
O -0.85 4.28 2.16
C 1.62 3.37 1.83
C 2.49 3.07 0.79
C 3.85 3.24 0.99
C 4.35 3.72 2.20
C 5.83 3.86 2.43
C 3.44 4.04 3.22
C 2.09 3.86 3.04
H -4.24 -4.42 3.60
H -2.59 -5.04 3.63
H -3.67 -5.51 2.32
H -3.82 -2.04 3.46
H -2.95 -0.10 2.19
H -1.04 -2.76 -0.58
H -1.92 -4.70 0.70
H 0.79 -0.92 -1.83
H 3.21 -1.22 -1.50
H 5.20 -1.04 -0.07
H 6.22 -0.51 2.11
H 4.81 0.31 3.98
H 2.40 0.60 3.68
H 0.81 -2.14 2.47
H 0.12 -3.87 4.04
H -1.34 -3.31 5.98
H -2.10 -1.00 6.31
H -2.18 1.34 5.58
H -1.58 3.09 3.92
H 2.10 2.72 -0.15
H 4.54 3.01 0.19
H 6.38 3.77 1.49
H 6.19 3.09 3.11
H 6.07 4.83 2.87
H 3.82 4.43 4.16
H 1.38 4.12 3.82
O 0.83 4.30 -1.98
C 0.31 3.34 -2.50
O -0.15 2.29 -1.87
C 0.17 3.27 -4.01
C 0.46 4.34 -4.82
C 0.31 4.20 -6.19
C -0.12 2.99 -6.70
C -0.41 1.95 -5.83
N -0.27 2.10 -4.52
H 0.81 5.26 -4.36
H 0.53 5.02 -6.86
H -0.24 2.83 -7.77
H -0.75 0.98 -6.16
O -0.16 -1.98 -5.75
S -0.96 -2.02 -4.56
O -0.33 -2.49 -3.35
N -1.68 -0.55 -4.32
C -3.04 -0.59 -4.38
S -4.02 0.69 -4.09
C -3.51 -1.96 -4.74
C -4.82 -2.38 -4.95
C -5.03 -3.71 -5.27
C -3.97 -4.61 -5.38
C -2.66 -4.19 -5.18
C -2.47 -2.86 -4.85
H -5.63 -1.67 -4.87
H -6.04 -4.06 -5.44
H -4.17 -5.64 -5.63
H -1.83 -4.87 -5.27

=====

Entry 7:
11
Properties=species:S:1:pos:R:3 method="wB97M-V/def2-TZVPD" lumo_energy_ha=0.00173 homo_ha=-0.358 smiles="NC1=N[C@@H](O)N=N1" de_lowest_kj_mol=143.4
N 2.11 0.29 0.01
C 0.79 0.00 0.03
N -0.18 0.70 0.47
C -1.31 -0.18 0.33
O -2.42 0.39 -0.29
N -0.81 -1.39 -0.41
N 0.41 -1.30 -0.52
H 2.73 -0.34 -0.47
H 2.42 1.21 0.26
H -1.63 -0.58 1.30
H -2.11 1.20 -0.71

=====

Entry 8:
14
Properties=species:S:1:pos:R:3 method="wB97M-V/def2-TZVPD" lumo_energy_ha=0.03289 homo_ha=-0.334 smiles="CC(=O)NCN" de_lowest_kj_mol=67.5
C 0.98 -2.09 -0.29
C 0.81 -0.73 0.34
O 1.69 -0.28 1.05
N -0.33 -0.05 0.05
C -0.54 1.31 0.53
N -0.94 2.14 -0.57
H 1.70 -2.07 -1.10
H 0.04 -2.46 -0.71
H 1.29 -2.76 0.51
H -1.13 -0.50 -0.36
H 0.43 1.61 0.93
H -1.25 1.27 1.37
H -1.51 2.95 -0.37
H -1.25 1.67 -1.37